[1]
22
Properties=species:S:1:pos:R:3:mulliken_charge:R:1 method="wB97M-V/def2-TZVPD" homo_lumo_gap_ev=8.66 smiles=CSSC.O.O.O.O lumo_ev=0.33
C -2.8595 1.0252 0.5828 -0.512
S -2.7293 0.9085 -1.2026 -0.063
S -1.4280 -0.5686 -1.6931 -0.113
C 0.3921 -0.3501 -1.4531 -0.717
H -2.9371 0.1092 1.2184 0.102
H -1.9233 1.4018 0.9927 0.262
H -3.6166 1.7533 0.8658 0.299
H 0.7527 0.2492 -2.2978 0.278
H 0.4534 0.3178 -0.5778 0.196
H 0.9830 -1.2249 -1.1894 0.309
O -2.9176 -1.6577 2.2301 -0.687
H -2.7149 -1.6229 3.1684 0.275
H -3.1677 -2.5843 1.9872 0.401
O 5.4110 2.7226 0.0909 -0.662
H 6.0328 2.7360 0.8355 0.324
H 4.6248 2.3572 0.5060 0.314
O 6.2308 1.6525 -2.4044 -0.646
H 5.3071 1.7546 -2.6685 0.289
H 6.1595 2.2022 -1.6058 0.380
O -3.8647 -3.8506 1.2023 -0.727
H -4.7486 -3.4966 1.0756 0.347
H -3.4400 -3.8344 0.3367 0.352

---

[2]
21
Properties=species:S:1:pos:R:3:mulliken_charge:R:1 method="wB97M-V/def2-TZVPD" homo_lumo_gap_ev=10.41 smiles="C=C.O.O.O.O.O" lumo_ev=0.38
C -2.6000 -0.9059 -0.5167 -0.414
C -1.5498 -0.7137 0.2773 -0.313
H -3.4926 -1.4244 -0.1868 0.261
H -2.6040 -0.5523 -1.5387 0.256
H -1.4273 -1.0013 1.3111 0.257
H -0.6620 -0.2035 -0.0732 -0.016
O -1.4340 2.0433 0.8974 -0.648
H -1.3567 2.2379 1.8351 0.296
H -2.3701 1.9805 0.6868 0.322
O 1.7950 -1.6823 1.7828 -0.642
H 2.5957 -1.5356 2.2567 0.280
H 1.7464 -0.9664 1.1365 0.388
O 1.3163 -2.2069 -1.1134 -0.657
H 1.2352 -2.6836 -0.2887 0.330
H 0.7107 -1.4554 -1.1245 0.301
O 2.2543 0.3686 -0.3347 -0.722
H 2.6388 -0.2869 -0.9414 0.363
H 1.6749 0.9525 -0.8621 0.391
O 0.5727 2.2711 -1.2238 -0.654
H -0.0240 2.6453 -0.5476 0.310
H 0.9804 3.1190 -1.4323 0.311

---

[3]
21
Properties=species:S:1:pos:R:3:mulliken_charge:R:1 method="wB97M-V/def2-TZVPD" homo_lumo_gap_ev=10.74 smiles="C=C.O.O.O.O.O" lumo_ev=0.62
C -1.0117 -3.5048 -1.5185 -0.507
C -0.3508 -3.5205 -0.3667 -0.273
H -1.6101 -2.6559 -1.8313 0.218
H -1.0650 -4.3663 -2.1764 0.230
H -0.1639 -2.5731 0.1201 0.097
H 0.1094 -4.4483 -0.0531 0.238
O -0.3559 1.2011 -3.0698 -0.612
H -0.6359 0.5687 -2.4084 0.303
H -0.6460 0.7942 -3.8962 0.304
O 1.4116 0.8828 -0.6702 -0.637
H 2.3446 0.6154 -0.6497 0.283
H 1.1269 0.3010 0.0682 0.393
O 0.0643 -0.1389 1.5068 -0.690
H 0.5151 -0.7166 2.1262 0.327
H -0.0064 0.7360 1.9464 0.328
O -0.1229 2.0736 3.3302 -0.701
H -1.0299 2.1796 3.6021 0.332
H -0.0488 2.6766 2.5715 0.391
O 0.3578 3.3353 0.8082 -0.682
H 0.6854 2.5334 0.3971 0.350
H 0.4324 4.0265 0.1634 0.307

---

[4]
21
Properties=species:S:1:pos:R:3:mulliken_charge:R:1 method="wB97M-V/def2-TZVPD" homo_lumo_gap_ev="6.57 / 2.43" multiplicity=2 total_charge=+1 lumo_ev="-6.47 / -10.61"
C 3.6470 -1.0719 3.1214 -0.152
C 3.3111 -2.3466 3.0675 -0.100
H 4.4133 -0.4992 2.5381 0.338
H 3.7160 -0.5340 4.1987 0.306
H 3.7682 -3.0479 2.2556 0.301
H 2.8117 -2.8356 3.9533 0.307
H -1.4874 4.1473 -1.0293 0.321
H -1.7002 2.6871 -1.7536 0.342
O -1.1295 3.1718 -1.0686 -0.653
H -1.9224 -2.5334 -0.2713 0.331
H -1.5224 -2.4607 1.2130 0.289
O -2.1250 -2.8820 0.5872 -0.622
H -5.3295 2.3882 -2.4826 0.322
H -4.6992 0.9398 -2.7907 0.322
O -4.5179 1.8361 -2.4343 -0.633
H -0.5497 -1.1012 -2.0105 0.304
H 0.0676 -0.0408 -1.3776 0.352
O -0.8443 -0.3634 -1.5836 -0.616
H 1.6327 1.8680 -2.0142 0.351
H 1.0287 1.5730 -0.7094 0.309
O 1.4315 1.1055 -1.4089 -0.718

---

[5]
23
Properties=species:S:1:pos:R:3:mulliken_charge:R:1 method="wB97M-V/def2-TZVPD" homo_lumo_gap_ev=7.20 total_charge=-1 lumo_ev=3.38
N -0.4277 -4.6565 0.0715 -0.767
P 0.7937 -3.6675 -0.3354 0.095
Sb 0.0402 -1.2852 -0.5132 -0.018
C -0.6159 0.7887 -0.8376 -1.373
C -0.2908 1.8595 0.3519 0.865
N 1.0212 1.6683 1.0735 -0.644
N -1.4964 2.0230 1.3028 -0.624
N -0.1758 3.2330 -0.3447 -0.827
H -1.3063 -4.0667 0.1766 0.227
H 1.3268 -4.1702 -1.6066 0.034
H 1.8127 -3.7623 0.7182 0.033
H -1.1815 -1.8519 -1.6411 -0.029
H -1.0173 -1.5284 0.8862 -0.035
H 1.4123 -0.8590 0.4664 -0.037
H 1.1099 -1.1156 -1.9246 -0.061
H -0.2254 1.2070 -1.8611 0.309
H -1.8063 0.7585 -0.9376 0.318
H 1.7876 1.3239 0.4514 0.219
H 1.2938 2.5311 1.5968 0.209
H -1.2892 1.4178 2.1287 0.318
H -1.4648 3.0416 1.5981 0.254
H 0.5297 3.1652 -1.1351 0.268
H 0.1769 3.9513 0.3506 0.266

---

[6]
22
Properties=species:S:1:pos:R:3:mulliken_charge:R:1 method="wB97M-V/def2-TZVPD" homo_lumo_gap_ev=9.30 smiles=CCN.O.O.O.O lumo_ev=0.72
C 2.2257 -1.0210 -0.1597 -0.911
C 0.9712 -0.5966 0.7737 -0.256
N 0.2978 0.5774 0.3281 -0.551
H 1.7843 -0.8917 -1.2181 0.240
H 2.4126 -2.0846 -0.0202 0.274
H 3.0532 -0.2468 0.0078 0.218
H 1.4763 -0.4199 1.7033 0.258
H 0.2781 -1.4855 0.8560 0.318
H 0.8718 1.3059 -0.0855 0.192
H -0.3707 0.4890 -0.5142 0.232
O 0.4078 -3.5804 -1.5721 -0.595
H 1.1777 -3.1326 -1.2047 0.277
H 0.8155 -4.4014 -1.4766 0.312
O -2.7767 2.1109 -1.4244 -0.588
H -2.9682 2.9124 -1.7167 0.275
H -3.5304 1.5379 -1.7211 0.317
O 2.5823 2.9955 -0.8805 -0.639
H 3.1138 2.4634 -0.2090 0.300
H 2.8233 3.8741 -0.5527 0.328
O -4.8405 0.1763 2.7393 -0.634
H -4.4803 0.0683 3.6544 0.320
H -5.3245 -0.6505 2.6928 0.314

---

[7]
22
Properties=species:S:1:pos:R:3:mulliken_charge:R:1 method="wB97M-V/def2-TZVPD" homo_lumo_gap_ev=10.25 smiles=CCN.O.O.O.O lumo_ev=0.51
C -0.9537 0.7562 -2.6297 -1.069
C -1.1086 1.1712 -1.1664 -0.280
N -1.3163 -0.1000 -0.3961 -0.554
H -1.8320 0.1935 -2.9545 0.260
H -0.8383 1.5624 -3.3529 0.353
H -0.1274 0.0591 -2.7572 0.295
H -0.1578 1.5759 -0.8316 0.321
H -1.9396 1.8649 -1.0516 0.270
H -1.1858 0.1075 0.5944 0.228
H -2.3070 -0.2785 -0.5168 0.184
O -5.3868 -0.8277 -1.5574 -0.641
H -5.5530 -1.7722 -1.4068 0.322
H -6.0337 -0.3373 -1.0562 0.317
O 3.3504 -0.4175 3.2808 -0.633
H 2.9287 -1.2546 3.6008 0.328
H 2.6076 0.1957 3.3179 0.302
O 6.3705 1.2526 0.9137 -0.636
H 7.3031 1.2083 1.1727 0.318
H 5.9101 1.9335 1.4260 0.318
O 0.3471 -2.4547 2.0348 -0.646
H -0.3784 -2.9139 1.5922 0.322
H 0.3008 -1.5247 1.7440 0.321

---

[8]
26
Properties=species:S:1:pos:R:3:mulliken_charge:R:1 method="wB97M-V/def2-TZVPD" homo_lumo_gap_ev=8.85 total_charge=+1 lumo_ev=-3.53
Zr 0.1264 -0.1863 0.2039 0.842
B 2.2893 -0.9747 0.7955 0.363
H 3.3911 -0.6451 1.1650 -0.107
H 1.5037 -0.4610 1.5451 0.186
H 2.0075 -0.6147 -0.3280 0.286
H 2.0543 -2.1863 0.8163 -0.106
O -1.8547 0.3045 -0.1641 -0.687
C -2.1395 0.9045 -1.4338 -0.271
C -0.8823 1.2018 -2.2366 -0.458
O 0.2800 0.5550 -1.7789 -0.637
H -2.7108 1.8202 -1.2666 0.325
H -2.7972 0.1954 -1.9473 0.300
H -0.7794 2.2979 -2.2493 0.268
H -1.0479 0.9228 -3.2848 0.322
O -0.3763 0.8995 2.1826 -0.467
H -1.1595 1.4102 2.4117 0.279
H 0.2102 0.8990 2.9457 0.286
O 0.0627 -2.0269 -1.0547 -0.502
H 0.2641 -2.9422 -0.8427 0.306
H -0.0962 -1.9577 -2.0016 0.298
O 1.3226 1.7425 0.3803 -0.459
H 2.0678 2.0576 -0.1401 0.279
H 0.9115 2.5081 0.7904 0.278
O -0.7863 -1.7559 1.4936 -0.572
H -0.1990 -2.2159 2.1048 0.334
H -1.6622 -1.7522 1.8937 0.316

---

[9]
24
Properties=species:S:1:pos:R:3:mulliken_charge:R:1 method="wB97M-V/def2-TZVPD" homo_lumo_gap_ev=10.38 smiles=CNCN.O.O.O.O lumo_ev=0.57
C -0.3449 0.1032 1.1052 -0.930
N 0.0380 1.3206 0.3820 -0.259
C -0.5026 1.2126 -1.0160 -0.669
N 0.4684 0.6259 -1.9155 -0.582
H 0.0846 -0.0185 2.1046 0.302
H -1.4191 -0.1339 1.1787 0.367
H -0.0297 -0.7611 0.4910 0.269
H -0.3648 2.0928 0.9021 0.246
H -0.5710 2.2675 -1.3089 0.359
H -1.5165 0.8167 -0.9947 0.393
H 1.1248 1.3444 -2.1776 0.286
H 1.0117 -0.1489 -1.5508 0.246
O 2.9104 1.6511 0.8241 -0.685
H 2.0916 1.6714 0.3038 0.358
H 2.7717 2.2342 1.5757 0.283
O 3.6810 -1.1057 2.0892 -0.644
H 3.1768 -0.6566 2.7753 0.298
H 3.8561 -0.3674 1.4850 0.336
O -3.9739 -2.0434 0.3418 -0.638
H -3.2005 -2.1056 -0.2296 0.336
H -4.4155 -2.8944 0.3378 0.307
O -1.7172 -1.8672 -1.8879 -0.623
H -0.9800 -1.2779 -2.0813 0.333
H -2.1793 -1.9598 -2.7340 0.310

---

The following E values (in eV) correspond, in order, to the records above: -32160.8875; -12537.9414; -12538.0074; -12525.9241; -24098.4848; -11995.7777; -11996.8854; -16571.4525; -13503.4477.